Record 1
Formula: C24H46BI2N6O2
Source: the Open Molecules 2025 dataset
Level of theory: ωB97M-V/def2-TZVPD

charge	-1
energy	-2041.454060	a.u.
E_HOMO	-0.1838	Ha
lowest unoccupied orbital energy	2.25	eV
F_max	0.058	Eh/bohr
gap between HOMO and LUMO	7.257	eV

XYZ file:
```
81
Properties=species:S:1:pos:R:3:forces:R:3:lowdin_charge:R:1
H 4.34689 9.25087 3.86830 -0.023 -0.062 -0.087 0.11
H -1.48523 3.78123 -0.37571 0.097 -0.436 0.661 0.10
H -1.11877 1.57058 -1.08480 -0.185 0.006 0.832 0.11
C 4.90673 2.63566 -0.80735 -0.034 0.038 -0.087 -0.11
H 4.61778 7.73637 5.84845 -0.032 -0.032 -0.028 0.07
H -2.71486 1.51910 -0.30581 0.819 -0.071 0.331 0.06
H -1.04272 4.22827 4.70509 -0.368 0.139 -0.526 0.06
C -2.48103 3.53054 1.52989 0.448 0.437 0.662 -0.22
H 1.33458 -6.48759 -6.65671 -0.018 0.020 -0.005 0.07
H -0.07001 -8.28801 -5.41882 -0.119 0.049 -0.086 0.12
C 3.79226 7.27799 3.17238 -0.170 0.222 -0.128 -0.19
C 0.83764 -5.72727 -6.04897 -0.012 0.052 0.008 -0.11
H -0.74960 -7.90215 -3.84767 -0.135 -0.012 -0.092 0.10
C 0.40365 -6.30043 -4.70502 0.215 0.254 -0.174 -0.25
H 2.61923 8.93462 3.86129 0.046 -0.072 -0.123 0.11
H 5.28631 1.89138 -0.10399 -0.053 0.005 -0.013 0.08
H 5.04825 5.36606 1.33960 -0.081 -0.169 -0.032 0.07
H -5.30191 -7.21825 -1.96900 0.009 0.078 0.086 0.11
H 4.88222 4.76790 -1.08253 -0.005 0.042 0.103 0.11
H -2.50448 4.65319 1.48788 -0.162 -0.805 0.010 0.09
C -1.81617 -7.12202 -5.46647 0.116 -0.151 -0.125 -0.25
N -0.55717 -2.65832 -2.14940 -0.123 -0.134 0.315 0.00
H -2.42031 5.16612 3.95383 0.606 -0.543 -0.029 0.06
H -0.88653 4.97297 3.05508 -0.200 -0.271 0.603 0.06
I 1.00672 0.66016 1.73206 0.225 0.270 0.545 0.72
H -4.40452 -8.11277 -0.75303 -0.024 0.103 0.050 0.11
H -3.00164 2.82118 3.60852 0.552 0.010 -0.611 0.10
H 2.88078 7.39514 5.81689 0.034 0.009 0.002 0.08
N -1.83016 -6.09722 0.63047 0.000 -0.163 -0.019 0.16
C 5.12160 6.68193 3.32547 -0.119 0.030 0.171 -0.25
H -2.29242 -7.77604 -2.06002 -0.043 0.049 0.074 0.07
I -4.73159 -0.45030 0.69855 -0.689 0.239 -0.490 0.75
H 1.29204 -6.62381 -4.15744 -0.117 -0.063 0.065 0.11
C 5.25294 4.04794 -0.34772 0.044 -0.296 -0.275 -0.26
O -1.97608 -0.39807 1.62564 -0.851 -1.151 0.322 -0.11
H -0.06616 -5.51239 -4.11164 -0.033 -0.114 0.033 0.10
H -3.98419 -5.15951 -1.47292 0.123 0.010 0.083 0.12
H -3.53602 -8.56474 -3.03140 0.030 0.057 -0.048 0.08
C -1.86958 -1.32272 -0.55649 0.595 -1.291 0.329 -0.31
H 5.08212 3.66759 1.77331 -0.135 0.023 0.024 0.13
B -1.01436 0.38818 0.80256 -0.891 -1.355 -2.494 -1.26
N -2.89515 -2.63760 1.36444 -0.039 0.610 0.168 0.02
C -0.54577 -7.49243 -4.83970 0.156 0.034 0.300 -0.19
H 1.53725 -4.90355 -5.89960 -0.026 -0.033 -0.030 0.07
H -0.01383 -5.34019 -6.61202 0.008 -0.042 0.008 0.07
N -2.80557 -6.82574 -5.96763 0.015 0.017 -0.016 0.15
C -2.69318 -1.28965 0.83050 2.046 0.575 -0.058 -0.79
H -0.38221 3.24703 0.90829 -0.657 -0.366 -0.189 0.04
C 3.59199 8.48990 4.08379 0.000 0.143 0.341 -0.26
H -1.34269 2.37286 3.05839 -0.531 0.438 -0.085 0.07
H 6.34096 4.15250 -0.32004 -0.049 0.106 0.101 0.11
C 3.23362 4.37158 1.06488 0.112 -0.124 0.109 -0.23
H -2.25235 -3.45104 -1.05957 0.691 0.468 -0.179 0.09
H -3.51520 3.19304 1.29872 0.744 -0.047 -0.153 0.10
C -3.27454 -7.63684 -2.51851 0.001 -0.075 0.051 -0.12
H -2.43469 -0.94990 -1.44382 0.296 0.246 0.659 0.13
H -3.19709 -6.84763 -3.26727 -0.038 -0.024 0.031 0.06
C -1.37302 -2.77377 -0.92895 -0.918 0.511 0.638 -0.23
H 3.46087 9.02591 6.17239 -0.005 -0.052 0.003 0.07
C -4.33021 -7.29493 -1.47483 0.106 -0.233 -0.205 -0.26
H 5.35238 2.43627 -1.78402 -0.012 -0.024 0.039 0.07
N 2.08616 4.35749 1.08317 -0.043 0.234 -0.006 0.18
H 0.38526 -2.41969 -1.85086 -0.167 0.040 -0.306 0.07
H -0.53456 -3.52161 -2.68061 0.108 0.012 0.275 0.03
O -0.68250 -0.63649 -0.23827 -0.607 -0.196 -0.407 -0.16
C -1.40091 3.07106 0.49332 -0.973 0.461 -0.866 -0.25
H 3.82782 2.49846 -0.90138 0.023 -0.029 0.083 0.07
C -2.80452 -6.03749 0.02677 -0.016 0.151 -0.035 -0.25
H -0.81028 -3.14291 -0.04157 -0.334 0.112 -0.645 0.11
H -2.45830 -2.76181 2.27251 -0.057 0.262 -0.089 0.09
H 3.02723 6.52419 3.37606 0.126 -0.075 -0.027 0.12
H -3.88660 -2.83786 1.41678 0.297 -0.080 0.254 0.00
H 3.66239 7.58585 2.13159 0.076 -0.151 -0.003 0.12
C -4.04284 -5.97880 -0.75186 -0.296 -0.051 0.045 -0.19
C -2.11803 3.16850 3.02046 -0.001 0.646 0.424 -0.24
C -1.61907 1.62488 -0.08473 0.366 1.458 0.739 -0.15
C 3.64210 8.13677 5.56582 0.026 0.039 0.022 -0.11
H -4.87221 -5.74749 -0.07893 0.136 0.082 0.055 0.12
C -1.57761 4.45630 3.75883 -0.133 -0.249 -0.704 -0.14
C 4.69688 4.37789 1.03786 0.196 0.146 -0.223 -0.20
N 6.16175 6.21356 3.45723 0.036 0.105 0.045 0.16
```
Positions in Å, forces in eV/Å.



Record 2
Formula: H4O2
Source: the Open Molecules 2025 dataset
Level of theory: ωB97M-V/def2-TZVPD

charge	0
energy	-152.854736	a.u.
relative energy (zero: lowest compared OMol25 entry of this formula, charge and spin)	53.0	kJ/mol
E_HOMO	-0.4188	Ha
lowest unoccupied orbital energy	0.63	eV
F_max	0.064	Eh/bohr
structure (SMILES)	O.O
gap between HOMO and LUMO	12.031	eV

XYZ file:
```
6
Properties=species:S:1:pos:R:3:forces:R:3:nbo_charge:R:1
H 1.35994 -1.56333 -2.32432 0.005 0.741 -1.608 0.46
O 0.77837 -1.95222 -1.69123 0.164 -0.147 0.464 -0.92
H 1.48671 -2.12798 -1.07504 -0.165 -0.586 1.150 0.46
O -0.96433 2.01453 1.76816 1.566 -2.439 -1.563 -0.95
H -0.55104 1.09074 2.02319 -1.251 2.841 -0.985 0.47
H -0.80795 2.10211 0.76070 -0.320 -0.409 2.542 0.47
```
Positions in Å, forces in eV/Å.